{
  "formula": "C3H7BN2O2",
  "method": "wB97M-V/def2-TZVPD",
  "symbols": ["B", "C", "C", "C", "N", "N", "O", "O", "H", "H", "H", "H", "H", "H", "H"],
  "xyz": [[0.617, 1.528, 0.227], [-0.507, -0.969, 0.529], [-0.384, -2.079, -0.497], [-0.345, 0.296, -0.322], [-0.389, -1.353, -1.740], [-0.317, -0.134, -1.655], [1.567, 1.868, -0.605], [0.423, 2.046, 1.461], [-1.519, -0.950, 0.918], [0.050, -0.992, 1.500], [0.589, -2.758, -0.555], [-1.196, -2.869, -0.443], [-1.574, 0.959, -0.380], [2.094, 2.650, -0.469], [0.892, 2.758, 2.031]],
  "e_above_lowest_ev": 1.301,
  "e_lumo_ev": 0.12,
  "gap_ev": 9.0,
  "largest_force_ev_per_a": 5.60,
  "energy_ev": -10975.86435
}

---

{
  "formula": "C34H27Cl3N2O2SY",
  "method": "wB97M-V/def2-TZVPD",
  "symbols": ["Y", "N", "S", "C", "C", "C", "C", "C", "C", "C", "C", "C", "C", "C", "C", "H", "H", "H", "H", "H", "H", "H", "H", "H", "H", "H", "Cl", "C", "C", "C", "C", "C", "Cl", "C", "N", "H", "H", "H", "Cl", "C", "C", "O", "O", "H", "H", "C", "C", "C", "C", "C", "C", "C", "C", "C", "C", "C", "C", "C", "C", "H", "H", "H", "H", "H", "H", "H", "H", "H", "H", "H"],
  "xyz": [[0.366, 0.126, 0.250], [-1.628, 1.581, 0.023], [-2.159, 1.244, -1.431], [-3.699, 0.353, -1.399], [-3.758, -0.852, -2.076], [-4.922, -1.610, -2.000], [-5.998, -1.155, -1.258], [-5.926, 0.061, -0.581], [-4.772, 0.818, -0.646], [-2.694, 2.790, -2.161], [-2.009, 3.933, -1.773], [-2.333, 5.145, -2.368], [-3.317, 5.208, -3.343], [-3.983, 4.053, -3.735], [-3.673, 2.836, -3.147], [-2.302, 2.113, 0.568], [-2.899, -1.219, -2.625], [-4.959, -2.569, -2.499], [-6.896, -1.756, -1.189], [-6.767, 0.407, 0.006], [-4.701, 1.760, -0.115], [-1.238, 3.865, -1.016], [-1.805, 6.040, -2.064], [-3.565, 6.156, -3.802], [-4.750, 4.097, -4.497], [-4.194, 1.937, -3.446], [-3.010, -3.706, 0.286], [-2.014, -3.401, -1.120], [-2.203, -4.188, -2.234], [-1.485, -3.978, -3.414], [-0.549, -2.945, -3.431], [-0.387, -2.186, -2.298], [0.805, -0.859, -2.325], [-1.085, -2.299, -1.043], [-0.891, -1.457, -0.073], [-2.936, -4.984, -2.179], [-1.636, -4.607, -4.280], [0.046, -2.737, -4.311], [-0.157, 4.645, 1.450], [1.128, 3.401, 1.684], [1.848, 3.090, 0.359], [2.810, 3.784, 0.073], [1.355, 2.119, -0.312], [0.617, 2.538, 2.110], [1.829, 3.816, 2.401], [7.534, -0.395, 2.399], [6.473, -0.836, 3.178], [5.172, -0.794, 2.697], [4.901, -0.309, 1.414], [5.979, 0.145, 0.651], [7.279, 0.102, 1.128], [3.543, -0.212, 0.820], [2.363, -0.704, 1.220], [2.170, -1.527, 2.417], [1.508, -1.006, 3.535], [1.243, -1.783, 4.655], [1.615, -3.118, 4.684], [2.258, -3.660, 3.574], [2.529, -2.883, 2.464], [8.547, -0.430, 2.783], [6.655, -1.215, 4.177], [4.367, -1.137, 3.330], [5.779, 0.548, -0.335], [8.091, 0.462, 0.508], [3.556, 0.393, -0.090], [1.222, 0.044, 3.542], [0.737, -1.341, 5.505], [1.401, -3.732, 5.550], [2.548, -4.704, 3.575], [3.026, -3.315, 1.603]],
  "e_above_lowest_ev": 0.319,
  "e_lumo_ev": 2.22,
  "gap_ev": 6.0,
  "charge": -1,
  "largest_force_ev_per_a": 0.89,
  "energy_ev": -92219.10690
}

---

{
  "formula": "C5H13NO2",
  "method": "wB97M-V/def2-TZVPD",
  "symbols": ["C", "C", "C", "C", "N", "C", "O", "H", "H", "H", "H", "H", "H", "H", "H", "H", "H", "H", "O", "H", "H"],
  "xyz": [[1.804, -0.264, 1.726], [2.409, -0.437, 0.310], [1.593, 0.293, -0.761], [0.096, 0.559, -0.596], [-0.662, -0.640, -0.148], [-0.537, 0.977, -1.926], [-1.724, 0.983, -2.145], [2.420, -0.849, 2.414], [1.803, 0.796, 1.987], [0.795, -0.662, 1.700], [2.425, -1.492, 0.018], [3.444, -0.101, 0.304], [1.961, 1.331, -0.852], [1.746, -0.077, -1.780], [-0.237, 1.309, 0.133], [-1.625, -0.528, -0.420], [-0.331, -1.503, -0.565], [0.069, 1.238, -2.810], [-2.774, -0.952, 2.617], [-2.419, -0.760, 1.727], [-2.077, -1.201, 3.218]],
  "e_above_lowest_ev": 1.778,
  "e_lumo_ev": 0.66,
  "gap_ev": 10.3,
  "largest_force_ev_per_a": 2.22,
  "energy_ev": -10980.10082,
  "smiles": "CCC[C@H](N)C=O.O"
}

---

{
  "formula": "C18H65F3N28O17",
  "method": "wB97M-V/def2-TZVPD",
  "symbols": ["O", "H", "H", "H", "C", "O", "O", "C", "F", "F", "F", "C", "C", "H", "H", "H", "H", "H", "H", "C", "O", "N", "N", "H", "H", "H", "H", "C", "O", "N", "N", "H", "H", "H", "H", "C", "O", "N", "N", "H", "H", "H", "H", "C", "O", "N", "N", "H", "H", "H", "H", "C", "O", "N", "N", "H", "H", "H", "H", "C", "O", "N", "N", "H", "H", "H", "H", "C", "O", "N", "N", "H", "H", "H", "H", "C", "O", "N", "N", "H", "H", "H", "H", "C", "O", "N", "N", "H", "H", "H", "H", "C", "O", "N", "N", "H", "H", "H", "H", "C", "O", "N", "N", "H", "H", "H", "H", "C", "O", "N", "N", "H", "H", "H", "H", "C", "O", "N", "N", "H", "H", "H", "H", "C", "O", "N", "N", "H", "H", "H", "H"],
  "xyz": [[-17.064, 11.590, -13.467], [-17.178, 12.429, -13.919], [-16.117, 11.433, -13.464], [-17.474, 10.835, -13.895], [-16.832, 6.996, -16.625], [-15.611, 6.394, -16.161], [-17.566, 7.447, -15.539], [-16.612, 8.104, -17.738], [-16.231, 9.316, -17.243], [-15.738, 7.769, -18.688], [-17.751, 8.350, -18.412], [-14.383, 7.113, -16.006], [-14.079, 6.909, -14.556], [-13.727, 5.896, -14.363], [-13.361, 7.669, -14.250], [-15.014, 7.050, -14.014], [-14.385, 8.163, -16.299], [-13.666, 6.499, -16.551], [-17.231, 6.181, -17.229], [-8.546, 9.985, -11.332], [-8.599, 11.166, -11.448], [-9.464, 9.221, -10.625], [-7.843, 9.132, -12.084], [-10.166, 9.710, -10.089], [-9.466, 8.225, -10.456], [-8.060, 8.156, -11.944], [-7.031, 9.440, -12.600], [-14.417, 14.334, -22.685], [-13.291, 13.941, -22.291], [-15.446, 13.543, -22.897], [-14.708, 15.567, -22.761], [-15.254, 12.597, -22.599], [-16.373, 13.850, -23.157], [-15.604, 15.795, -23.168], [-14.045, 16.296, -22.539], [-21.832, 12.148, -14.886], [-22.170, 13.127, -14.339], [-22.055, 10.924, -14.457], [-21.111, 12.198, -15.962], [-22.509, 11.015, -13.559], [-21.287, 10.280, -14.576], [-20.935, 13.124, -16.324], [-20.983, 11.300, -16.405], [-19.350, 8.770, -25.875], [-18.510, 9.420, -26.414], [-19.550, 7.526, -26.010], [-20.204, 9.284, -25.018], [-20.341, 7.066, -25.583], [-18.990, 7.213, -26.790], [-20.818, 8.717, -24.450], [-19.996, 10.255, -24.834], [-20.835, -1.427, -17.932], [-20.365, -2.501, -18.222], [-22.076, -1.315, -17.686], [-20.181, -0.285, -17.821], [-22.642, -2.151, -17.674], [-22.394, -0.468, -17.236], [-19.206, -0.256, -17.560], [-20.658, 0.604, -17.862], [-22.590, 4.241, -11.171], [-23.045, 4.057, -10.045], [-22.538, 3.299, -12.108], [-22.017, 5.318, -11.498], [-22.366, 3.489, -13.085], [-23.137, 2.511, -11.907], [-21.775, 5.499, -12.462], [-21.916, 6.042, -10.800], [-25.841, 10.760, -20.845], [-25.968, 10.014, -19.877], [-26.688, 11.775, -21.168], [-24.840, 10.667, -21.656], [-26.744, 12.294, -22.033], [-27.505, 11.823, -20.576], [-24.812, 11.305, -22.439], [-24.036, 10.108, -21.408], [-11.199, 0.980, -8.424], [-12.000, 0.199, -7.922], [-11.148, 1.407, -9.562], [-10.245, 1.568, -7.770], [-10.481, 2.124, -9.808], [-11.814, 1.251, -10.306], [-9.588, 2.216, -8.181], [-10.075, 1.368, -6.795], [-15.759, 6.119, -7.870], [-15.084, 7.083, -8.247], [-15.296, 5.021, -7.293], [-17.037, 5.880, -8.011], [-15.844, 4.202, -7.515], [-14.315, 4.933, -7.069], [-17.568, 6.714, -8.218], [-17.446, 4.990, -7.768], [-24.204, 4.503, -17.312], [-23.592, 3.497, -16.927], [-23.694, 5.713, -17.314], [-25.445, 4.472, -17.766], [-24.229, 6.498, -17.654], [-22.805, 5.791, -16.842], [-26.018, 3.684, -17.500], [-25.818, 5.362, -18.068], [-6.930, 3.797, -12.007], [-7.581, 4.366, -11.159], [-7.351, 3.021, -12.927], [-5.690, 3.931, -11.973], [-8.330, 2.904, -13.147], [-6.595, 2.707, -13.519], [-5.402, 4.529, -11.212], [-5.138, 3.838, -12.814], [-16.920, 1.172, -11.900], [-15.830, 0.951, -12.378], [-17.489, 2.309, -11.973], [-17.724, 0.424, -11.302], [-16.864, 3.068, -12.203], [-18.482, 2.489, -11.935], [-17.346, -0.456, -10.981], [-18.573, 0.839, -10.946], [-8.732, 9.461, -19.288], [-7.643, 8.909, -19.300], [-9.333, 9.892, -18.193], [-9.336, 9.815, -20.388], [-8.961, 9.801, -17.258], [-10.138, 10.494, -18.286], [-10.328, 9.996, -20.339], [-8.816, 9.664, -21.241], [-10.893, 1.388, -17.283], [-10.391, 0.215, -17.129], [-12.147, 1.717, -17.202], [-10.204, 2.429, -17.645], [-12.372, 2.647, -17.524], [-12.723, 1.176, -16.573], [-9.252, 2.250, -17.931], [-10.730, 3.238, -17.942]],
  "e_above_lowest_ev": 14.376,
  "e_lumo_ev": -2.81,
  "gap_ev": 4.3,
  "largest_force_ev_per_a": 12.33,
  "energy_ev": -104402.36266
}